Entry 1:
Formula: C39H47BrNOPtSSi
Source: the Open Molecules 2025 dataset
Level of theory: wB97M-V/def2-TZVPD

Each line ends with the Löwdin charge.
Cartesian coordinates (Å):
Pt  -1.770  0.779  -1.434  0.9027
C  -2.777  -2.928  -3.199  -0.0724
C  -3.987  -3.234  -2.587  -0.0679
C  -4.539  -2.366  -1.664  -0.0168
C  -3.871  -1.184  -1.355  -0.1901
C  -2.644  -0.879  -1.965  -0.2975
C  -2.097  -1.756  -2.890  -0.1154
C  -4.328  -0.150  -0.435  -0.1931
C  -5.483  -0.241  0.367  0.0242
C  -5.809  0.786  1.196  0.0257
C  -4.992  1.939  1.242  -0.1446
C  -5.300  3.046  2.065  -0.0171
C  -4.501  4.154  2.068  -0.0593
C  -3.360  4.193  1.245  -0.0531
C  -3.032  3.136  0.440  -0.0218
C  -3.844  1.985  0.424  -0.1777
N  -3.537  0.925  -0.394  0.0038
H  -2.356  -3.613  -3.924  0.1130
H  -4.500  -4.152  -2.840  0.1097
H  -5.487  -2.607  -1.200  0.1112
H  -1.145  -1.539  -3.362  0.0981
H  -6.086  -1.135  0.314  0.1157
H  -6.688  0.734  1.825  0.1296
H  -6.186  2.998  2.685  0.1216
H  -4.741  5.000  2.696  0.1119
H  -2.736  5.078  1.243  0.1111
H  -2.151  3.172  -0.187  0.0526
C  4.021  -1.155  0.249  -0.0992
C  3.043  -1.812  1.234  -0.6216
C  2.628  -0.716  2.227  -0.1137
C  3.808  -2.905  2.001  -0.0800
Si  1.546  -2.582  0.319  0.5388
Br  0.202  -0.772  -0.201  0.5870
C  1.953  -3.369  -1.381  -0.6225
C  0.739  -4.128  -1.939  -0.0970
C  2.326  -2.321  -2.442  -0.1098
C  3.119  -4.364  -1.247  -0.0808
C  0.391  -3.631  1.430  -0.6272
C  0.269  -3.015  2.832  -0.1012
C  0.949  -5.058  1.575  -0.0811
C  -1.040  -3.731  0.875  -0.1140
H  4.818  -0.672  0.822  0.0890
H  3.534  -0.384  -0.352  0.0670
H  4.495  -1.870  -0.422  0.0667
H  3.528  -0.356  2.735  0.0893
H  1.937  -1.065  2.993  0.0606
H  2.172  0.136  1.719  0.0400
H  4.708  -2.464  2.440  0.0926
H  4.131  -3.727  1.359  0.0739
H  3.224  -3.324  2.819  0.0670
H  -0.139  -3.482  -2.032  0.0504
H  0.468  -4.995  -1.338  0.0688
H  0.988  -4.494  -2.940  0.0942
H  1.492  -1.647  -2.646  0.0441
H  2.565  -2.844  -3.373  0.0912
H  3.191  -1.719  -2.176  0.0604
H  2.929  -5.142  -0.507  0.0729
H  4.058  -3.874  -0.988  0.0669
H  3.270  -4.863  -2.209  0.0924
H  1.208  -3.026  3.384  0.0651
H  -0.450  -3.602  3.410  0.0912
H  -0.099  -1.987  2.795  0.0750
H  1.968  -5.080  1.962  0.0718
H  0.932  -5.608  0.633  0.0672
H  0.322  -5.611  2.281  0.0924
H  -1.524  -2.754  0.827  0.0453
H  -1.625  -4.359  1.554  0.0906
H  -1.094  -4.181  -0.114  0.0607
O  -0.393  2.487  -1.257  -0.7148
S  0.975  3.079  -1.519  1.0699
C  0.641  4.822  -1.728  -0.3692
C  1.718  5.699  -1.774  -0.0713
C  1.474  7.047  -1.970  -0.0587
C  0.169  7.503  -2.124  -0.0624
C  -0.891  6.612  -2.093  -0.0587
C  -0.661  5.257  -1.897  -0.0672
C  1.795  3.124  0.057  -0.3950
C  1.098  3.448  1.215  -0.0501
C  1.785  3.479  2.414  -0.0525
C  3.149  3.204  2.446  -0.0612
C  3.830  2.873  1.286  -0.0672
C  3.146  2.817  0.077  -0.0912
H  2.732  5.338  -1.650  0.1147
H  2.301  7.743  -2.001  0.1136
H  -0.017  8.558  -2.274  0.1120
H  -1.904  6.968  -2.227  0.1129
H  -1.478  4.547  -1.890  0.1010
H  0.036  3.660  1.172  0.1119
H  1.262  3.722  3.329  0.1138
H  3.681  3.243  3.387  0.1136
H  4.887  2.648  1.318  0.1140
H  3.655  2.534  -0.836  0.1137

## Properties
total energy	-5025.1737	Eh
relative energy (zero: lowest compared OMol25 entry of this formula, charge and spin)	0.0	kJ/mol
Kohn-Sham gap	7.9	eV
HOMO energy	-10.91	eV
total charge	+1



Entry 2:
Formula: C6H11O
Source: the Open Molecules 2025 dataset
Level of theory: wB97M-V/def2-TZVPD

Each line ends with the Löwdin spin population.
Cartesian coordinates (Å):
C  1.944  -0.173  -0.470  0.0345
C  1.193  1.063  0.109  0.1270
C  1.125  -1.294  0.069  0.0198
C  -0.158  0.578  0.408  0.7684
C  -1.151  0.044  -0.515  0.1236
C  -2.603  0.052  -0.094  0.0296
O  -0.157  -0.825  0.403  0.1198
H  1.968  -0.064  -1.524  0.0032
H  3.027  -0.269  -0.017  0.0006
H  1.618  1.351  1.122  0.0496
H  1.191  2.085  -0.476  0.0068
H  1.105  -2.138  -0.531  0.0020
H  1.393  -1.587  1.029  0.0012
H  -0.561  1.225  1.836  0.6796
H  -1.062  -0.211  -1.539  0.0162
H  -3.301  -0.738  -0.202  -0.0004
H  -3.070  0.916  -0.580  0.0038
H  -2.501  -0.014  0.972  0.0147

## Properties
total energy	-309.8357	Eh
relative energy (zero: lowest compared OMol25 entry of this formula, charge and spin)	325.3	kJ/mol
multiplicity	3
Kohn-Sham gap (alpha / beta)	7.4 / 8.8	eV
HOMO energy (alpha / beta)	-10.82 / -16.73	eV
total charge	+1



Entry 3:
Formula: C4H9NO2
Source: the Open Molecules 2025 dataset
Level of theory: wB97M-V/def2-TZVPD

Each line ends with the natural charge from an NBO analysis.
Cartesian coordinates (Å):
C  1.798  -0.207  1.311  -0.7092
C  1.614  0.856  0.266  0.2297
N  0.554  1.215  -0.344  -0.4933
C  -0.658  0.595  0.009  0.8596
O  -0.984  0.232  1.120  -0.6213
O  -1.456  0.524  -1.060  -0.4868
C  -2.755  -0.011  -0.807  -0.2601
H  1.152  -1.075  1.163  0.2439
H  2.843  -0.522  1.371  0.2215
H  1.517  0.232  2.273  0.2572
H  2.506  1.437  0.017  0.1780
H  -3.301  0.100  -1.744  0.1965
H  -2.695  -1.066  -0.522  0.1901
H  -3.252  0.542  -0.006  0.1972
H  1.730  -1.744  -1.437  -0.0049
H  1.386  -1.108  -1.609  0.0020

## Properties
structure (SMILES)	C/C=N\C(=O)OC.[H][H]
total energy	-363.0025	Eh
relative energy (zero: lowest compared OMol25 entry of this formula, charge and spin)	217.9	kJ/mol
Kohn-Sham gap	10.6	eV
HOMO energy	-9.90	eV
total charge	0



Entry 4:
Formula: C3H5N5
Source: the Open Molecules 2025 dataset
Level of theory: wB97M-V/def2-TZVPD

Each line ends with the natural charge from an NBO analysis.
Cartesian coordinates (Å):
C  -1.503  -0.883  0.003  0.2296
C  1.980  -0.405  0.042  0.2676
C  0.276  0.832  0.045  0.4838
H  -3.429  -0.794  0.381  0.3318
H  -1.889  -2.084  -0.038  0.2049
H  0.938  -2.213  0.545  0.3895
H  3.196  -0.747  0.414  0.2034
H  -1.300  1.909  -0.030  0.3707
N  -2.466  0.067  0.097  -0.6574
N  -0.187  -0.485  -0.145  -0.3313
N  0.909  -1.439  -0.212  -0.4457
N  1.748  0.785  0.115  -0.4226
N  -0.295  2.023  -0.114  -0.6241

## Properties
total energy	-390.9175	Eh
relative energy (zero: lowest compared OMol25 entry of this formula, charge and spin)	527.6	kJ/mol
Kohn-Sham gap	9.4	eV
HOMO energy	-9.04	eV
total charge	0



Entry 5:
Formula: C5H3CrLiO3
Source: the Open Molecules 2025 dataset
Level of theory: wB97M-V/def2-TZVPD

Each line ends with the Löwdin spin population.
Cartesian coordinates (Å):
O  -0.453  -0.251  3.513  0.0038
C  0.678  -0.620  3.153  0.0057
C  1.254  -0.542  1.831  0.0273
C  2.238  -1.514  1.504  -0.0108
H  1.341  -1.052  3.931  0.0016
H  2.908  -1.353  0.659  -0.0001
H  2.469  -2.332  2.188  -0.0007
O  0.135  1.511  1.240  0.0704
C  0.948  0.497  0.911  0.1282
Li  -1.600  0.665  2.395  -0.0027
C  1.354  0.278  -1.761  -0.0046
O  0.692  1.146  -2.131  -0.0236
Cr  -0.449  2.806  -1.610  3.8054

## Properties
total energy	-1469.1989	Eh
multiplicity	5
Kohn-Sham gap (alpha / beta)	4.1 / 4.3	eV
HOMO energy (alpha / beta)	-15.45 / -14.51	eV
total charge	+2



Entry 6:
Formula: C17H26N2O4
Source: the Open Molecules 2025 dataset
Level of theory: wB97M-V/def2-TZVPD

Each line ends with the natural charge from an NBO analysis.
Cartesian coordinates (Å):
C  -2.585  -1.229  -2.607  -0.6418
C  -1.517  -2.158  -1.919  0.3081
C  -1.181  -3.323  -2.906  -0.6273
C  -2.128  -2.864  -0.678  -0.6239
O  -0.341  -1.411  -1.464  -0.5561
C  0.422  -0.581  -2.172  0.9305
O  0.492  -0.621  -3.393  -0.6479
N  0.845  0.585  -1.436  -0.4823
C  1.321  1.821  -1.971  -0.0447
C  2.804  1.881  -1.625  -0.3860
C  3.101  2.118  -0.123  -0.4884
C  2.742  1.046  0.733  -0.0868
C  1.528  0.317  0.845  -0.1099
C  1.379  -0.696  1.907  0.6098
O  2.318  -1.372  2.132  -0.5784
N  0.334  -0.665  2.803  -0.1557
C  -0.852  0.195  2.704  -0.2455
C  -1.236  0.424  4.146  -0.4473
C  -0.664  -0.770  4.998  -0.0615
O  0.377  -1.221  4.104  -0.3577
C  0.368  0.833  -0.040  -0.0721
C  0.052  2.441  -0.027  -0.4246
C  0.497  2.964  -1.442  -0.4127
H  -2.341  -0.871  -3.593  0.2355
H  -3.454  -1.810  -2.753  0.2147
H  -2.888  -0.427  -1.860  0.2025
H  -2.028  -4.017  -3.078  0.2069
H  -0.346  -3.888  -2.483  0.2156
H  -0.887  -2.959  -3.796  0.2179
H  -1.374  -3.154  0.019  0.2307
H  -2.781  -2.125  -0.337  0.2011
H  -2.664  -3.768  -0.933  0.2173
H  1.224  1.883  -3.029  0.2301
H  3.264  0.968  -1.993  0.2225
H  3.364  2.621  -2.258  0.2045
H  2.647  3.028  0.257  0.2246
H  4.189  2.332  -0.124  0.2314
H  3.406  0.866  1.555  0.2189
H  -0.570  1.119  2.221  0.2225
H  -1.594  -0.364  2.110  0.1980
H  -0.951  1.329  4.654  0.2215
H  -2.370  0.544  4.236  0.2152
H  -0.166  -0.410  5.979  0.1960
H  -1.459  -1.471  5.225  0.1809
H  -0.534  0.202  0.107  0.2325
H  0.571  2.998  0.794  0.2148
H  -1.010  2.592  0.068  0.2182
H  -0.342  3.196  -2.128  0.2126
H  1.018  3.868  -1.428  0.2155

## Properties
structure (SMILES)	CC(C)(C)OC(=O)N1[C@@H]2CCC=C(C(=O)N3CCCO3)[C@H]1CC2
total energy	-1073.6928	Eh
relative energy (zero: lowest compared OMol25 entry of this formula, charge and spin)	652.1	kJ/mol
Kohn-Sham gap	8.8	eV
HOMO energy	-8.25	eV
total charge	0